{
  "formula": "C42H49CrN5Sb",
  "method": "wB97M-V/def2-TZVPD",
  "species": ["Cr", "C", "C", "N", "C", "C", "N", "C", "C", "N", "C", "C", "N", "C", "C", "C", "C", "C", "C", "C", "N", "H", "H", "H", "H", "H", "H", "H", "H", "H", "H", "H", "H", "H", "H", "H", "H", "H", "H", "H", "H", "H", "H", "H", "C", "C", "C", "C", "C", "C", "H", "H", "H", "H", "H", "C", "C", "C", "C", "C", "C", "C", "Sb", "C", "C", "C", "C", "C", "C", "C", "C", "C", "C", "C", "C", "C", "C", "H", "H", "H", "H", "H", "H", "H", "H", "H", "H", "H", "H", "H", "H", "H", "H", "H", "H", "H", "H", "H"],
  "positions_angstrom": [[8.957, 9.811, 12.800], [5.209, 12.334, 12.562], [6.560, 11.707, 12.847], [7.016, 10.621, 12.238], [6.090, 9.918, 11.339], [6.669, 8.643, 10.722], [8.113, 8.438, 10.981], [8.854, 8.792, 9.776], [10.356, 8.888, 10.028], [10.568, 9.811, 11.172], [11.982, 9.842, 11.637], [12.117, 10.032, 13.150], [10.860, 10.415, 13.764], [10.829, 11.170, 14.858], [11.908, 11.291, 15.895], [9.553, 11.885, 15.026], [9.199, 12.766, 16.046], [7.936, 13.382, 15.989], [7.063, 13.141, 14.907], [7.458, 12.214, 13.912], [8.653, 11.562, 14.008], [5.368, 13.403, 12.252], [4.457, 12.283, 13.364], [4.827, 11.818, 11.677], [5.777, 10.576, 10.493], [5.165, 9.588, 11.860], [6.470, 8.673, 9.635], [6.104, 7.791, 11.105], [8.321, 7.474, 11.254], [8.467, 9.776, 9.426], [8.626, 8.062, 8.964], [10.901, 9.252, 9.139], [10.791, 7.919, 10.343], [10.333, 10.757, 10.819], [12.512, 10.666, 11.128], [12.433, 8.901, 11.297], [12.907, 10.757, 13.374], [12.473, 9.092, 13.547], [12.648, 10.492, 15.745], [11.516, 11.128, 16.920], [12.391, 12.273, 15.843], [9.865, 12.955, 16.886], [7.604, 14.061, 16.788], [6.093, 13.645, 14.823], [7.437, 6.799, 16.232], [6.739, 7.984, 15.978], [7.179, 8.795, 14.945], [8.292, 8.484, 14.165], [8.904, 7.259, 14.376], [8.485, 6.430, 15.401], [7.212, 6.209, 17.103], [5.874, 8.280, 16.534], [6.641, 9.716, 14.732], [9.764, 6.963, 13.790], [9.028, 5.492, 15.570], [5.234, 12.974, 8.203], [6.132, 14.117, 7.834], [5.692, 14.955, 6.814], [6.454, 16.043, 6.374], [7.653, 16.280, 7.009], [8.131, 15.404, 7.984], [7.380, 14.322, 8.434], [8.432, 13.072, 9.901], [10.093, 12.614, 8.477], [9.650, 11.779, 7.454], [10.508, 11.347, 6.437], [11.792, 11.882, 6.363], [12.189, 12.785, 7.325], [11.354, 13.190, 8.393], [11.896, 14.244, 9.306], [9.148, 14.511, 11.426], [10.359, 14.168, 12.011], [10.951, 14.934, 12.996], [10.292, 16.046, 13.459], [8.987, 16.304, 12.996], [8.402, 15.564, 11.935], [7.109, 16.101, 11.379], [4.246, 13.096, 7.725], [5.087, 12.880, 9.287], [5.640, 12.005, 7.805], [4.736, 14.700, 6.378], [6.118, 16.715, 5.567], [8.278, 17.147, 6.739], [9.074, 15.635, 8.483], [8.606, 11.504, 7.403], [10.116, 10.641, 5.725], [12.443, 11.489, 5.588], [13.123, 13.336, 7.283], [12.592, 14.865, 8.718], [12.480, 13.808, 10.123], [11.125, 14.928, 9.718], [10.871, 13.290, 11.612], [11.875, 14.593, 13.413], [10.760, 16.738, 14.156], [8.402, 17.134, 13.370], [6.707, 16.775, 12.151], [6.347, 15.342, 11.125], [7.286, 16.746, 10.476]],
  "energy_ha": -3188.0618,
  "s2": 6.0477,
  "total_charge": 1,
  "multiplicity": 5,
  "homo_lumo_gap_ev": [6.0, 7.2]
}